Molecular formula: C11H22N6O4
Method: DFT, ωB97M-V/def2-TZVPD

**Charge**: 0
**M**: 302.34 g mol⁻¹
**Gap between HOMO and LUMO**: 8.88 eV

CARTESIAN COORDINATES (ANGSTROEM)
C -3.1051 0.9257 -0.2032
C -2.0697 2.0746 0.0903
C -3.0420 -0.3679 0.7134
C -4.5122 -0.9700 0.7215
C -4.8203 -2.1876 -0.1378
C 0.1721 0.7523 0.3744
C 0.0625 -0.0696 1.7973
C 1.6351 1.1677 -0.0386
C 2.4457 -0.1959 -0.4457
C 3.8500 0.3192 -0.6887
C 5.6817 -1.0747 -0.2426
H -2.3285 0.2804 -2.0494
H -3.1349 1.8361 -2.0602
H -4.2185 1.3874 -0.0845
H -2.2195 -1.0686 0.3980
H -2.7707 -0.1871 1.7128
H -5.4084 -0.1060 0.2133
H -5.0524 -1.2222 1.9068
H -4.1434 -0.6746 -1.6434
H -4.9326 -2.2588 -2.0551
H -0.4314 2.7862 0.2359
H -0.0444 -0.1133 -0.2733
H 2.0194 1.4730 0.9215
H 1.8066 1.9295 -0.9301
H 2.3953 -0.8680 0.4007
H 2.0249 -0.7522 -1.3126
H 4.2841 0.6008 0.2660
H 3.5614 1.4029 -1.2570
H 5.5723 -0.0859 -2.1786
H 7.3523 -1.4450 -1.2690
H 5.6353 -1.5664 1.6749
H 4.0750 -1.2834 1.3333
H -0.8693 1.5969 2.3150
N -3.1030 0.9247 -1.6024
N -4.5210 -1.7111 -1.4068
N -0.8050 1.8567 0.5234
N 4.9271 -0.3832 -1.3508
N 7.0364 -1.3967 -0.2137
N 5.0392 -1.0497 1.0773
O -2.4720 3.2516 -0.1872
O -5.6361 -3.1568 0.1119
O 0.5841 -1.1235 2.0326
O -0.5197 0.7524 2.8103

Löwdin atomic charge list, values in e, 8 entries: -0.345 -0.397 -0.121 -0.136 -0.502 -0.190 -0.407 -0.101